Entry i
Here is a single CHBrClNO molecule from OMol25. Energies are from ωB97M-V with the def2-TZVPD basis set.

HOMO ... -9.14 eV
Kohn-Sham gap ... 9.31 eV
LUMO energy ... 0.17 eV
Structure (SMILES) ... [O-]/[NH+]=C(/Cl)Br
Net charge ... 0

Last column: Mulliken charge in e.
CARTESIAN COORDINATES (ANGSTROEM)
C (0.10, -0.20, 0.46)  0.435
N (-0.23, 0.22, -0.72)  0.118
O (-1.28, 0.28, -1.34)  -0.555
Cl (1.76, -0.40, 0.86)  -0.170
Br (-1.13, -0.44, 1.90)  -0.066
H (0.77, 0.54, -1.17)  0.237

Entry ii
Here is 2 unconnected molecules or ions with the total composition CHBrClNO from OMol25. Energies are from ωB97M-V with the def2-TZVPD basis set.

HOMO ... -9.78 eV
Kohn-Sham gap ... 9.87 eV
LUMO energy ... 0.10 eV
Structure (SMILES) ... [O-][N+]#CCl.Br
Net charge ... 0

Last column: Mulliken charge in e.
CARTESIAN COORDINATES (ANGSTROEM)
C (1.67, -0.06, -0.11)  0.130
N (0.90, -0.94, -0.03)  0.519
O (0.25, -1.90, -0.28)  -0.579
Cl (2.43, 1.26, 0.49)  -0.063
Br (-2.06, 1.15, -0.28)  -0.208
H (-3.19, 0.49, 0.22)  0.201

Most stable to least stable, the ends of the list are entry i and entry ii.

Entry i
Here is 3 unconnected molecules or ions with the total composition C3H14NO2 from OMol25. Energies are from ωB97M-V with the def2-TZVPD basis set.

HOMO ... -16.04 eV
Kohn-Sham gap ... 13.19 eV
LUMO energy ... -2.85 eV
Net charge ... +1

Last column: Mulliken charge in e.
CARTESIAN COORDINATES (ANGSTROEM)
C (0.25, -1.25, -1.67)  -1.067
C (0.13, -1.39, -0.15)  -0.379
N (-0.11, -0.02, 0.45)  -0.118
C (-0.38, -0.05, 1.93)  -0.951
H (-0.59, -0.78, -2.17)  0.305
H (0.41, -2.26, -2.05)  0.367
H (1.16, -0.68, -1.87)  0.283
H (0.93, -1.88, 0.39)  0.363
H (-0.82, -1.86, 0.09)  0.383
H (0.76, 0.53, 0.34)  0.375
H (-0.90, 0.50, 0.02)  0.415
H (0.56, -0.37, 2.38)  0.390
H (-0.50, 0.97, 2.29)  0.381
H (-1.23, -0.70, 2.11)  0.347
H (-2.69, 1.91, 0.06)  0.304
H (-3.03, 1.15, -1.25)  0.295
O (-2.50, 1.14, -0.46)  -0.653
H (3.30, 1.14, 0.59)  0.286
H (2.75, 1.76, -0.65)  0.321
O (2.59, 1.00, -0.04)  -0.646

Entry ii
Here is 3 unconnected molecules or ions with the total composition C3H14NO2 from OMol25. Energies are from ωB97M-V with the def2-TZVPD basis set.

HOMO ... -15.03 eV
Kohn-Sham gap ... 11.90 eV
LUMO energy ... -3.13 eV
Net charge ... +1

Last column: Mulliken charge in e.
CARTESIAN COORDINATES (ANGSTROEM)
C (0.68, 0.04, -0.87)  -0.697
C (0.07, 1.37, -0.43)  -0.167
C (0.03, 2.29, -1.65)  -1.218
N (0.29, -1.09, 0.12)  -0.235
H (0.16, -0.27, -1.74)  0.372
H (1.76, -0.03, -0.95)  0.394
H (0.60, 1.88, 0.36)  0.316
H (-0.91, 1.08, -0.04)  0.289
H (0.78, 2.04, -2.41)  0.341
H (-0.92, 2.40, -2.16)  0.335
H (0.31, 3.28, -1.33)  0.359
H (0.84, -1.03, 0.97)  0.347
H (-0.72, -0.94, 0.20)  0.235
H (0.37, -2.04, -0.23)  0.361
H (2.36, -1.58, 3.54)  0.336
H (1.86, -3.08, 3.43)  0.337
O (1.59, -2.16, 3.49)  -0.668
H (-3.28, -0.18, -0.59)  0.313
H (-3.22, -1.24, 0.45)  0.312
O (-2.64, -0.76, -0.16)  -0.663

Most stable to least stable, the ends of the list are entry i and entry ii.

Entry i
Here is a single C15H24N2O4S molecule from OMol25. Energies are from ωB97M-V with the def2-TZVPD basis set.

HOMO ... -9.03 eV
Kohn-Sham gap ... 9.62 eV
LUMO energy ... 0.59 eV
Structure (SMILES) ... CCCCCNC(=O)[C@@H](C)NS(=O)(=O)c1ccc(OC)cc1
Net charge ... 0

Last column: Mulliken charge in e.
CARTESIAN COORDINATES (ANGSTROEM)
C (8.11, 2.14, -0.15)  -1.285
C (6.82, 1.64, -0.80)  -0.328
C (5.88, 1.01, 0.22)  -0.669
C (4.59, 0.50, -0.42)  -0.410
H (4.08, 1.33, -0.93)  0.311
H (4.83, -0.25, -1.18)  0.251
C (3.65, -0.11, 0.61)  -1.115
N (2.44, -0.60, -0.02)  0.077
C (1.95, -1.83, 0.20)  0.458
O (2.49, -2.67, 0.88)  -0.687
C (0.57, -2.05, -0.46)  0.193
N (-0.45, -1.38, 0.35)  -0.273
S (-0.61, 0.28, 0.23)  1.447
O (-0.23, 0.90, 1.47)  -0.729
O (0.05, 0.70, -0.98)  -0.763
C (-2.37, 0.42, 0.02)  -0.187
C (-3.17, 0.80, 1.08)  -0.587
C (-4.54, 0.89, 0.92)  -0.406
C (-5.11, 0.59, -0.32)  0.735
C (-4.29, 0.21, -1.39)  -0.781
C (-2.92, 0.13, -1.22)  -0.451
H (-2.27, -0.15, -2.03)  0.445
H (-4.75, -0.01, -2.34)  0.430
O (-6.43, 0.64, -0.59)  -0.408
C (-7.33, 1.03, 0.43)  -0.838
H (-8.32, 1.01, -0.03)  0.235
H (-7.12, 2.05, 0.78)  0.348
H (-7.30, 0.34, 1.27)  0.348
H (-5.15, 1.19, 1.75)  0.404
H (-2.70, 1.03, 2.02)  0.461
H (-0.42, -1.67, 1.32)  0.353
C (0.25, -3.53, -0.58)  -1.537
H (0.41, -4.02, 0.38)  0.316
H (0.92, -3.99, -1.31)  0.353
H (-0.78, -3.67, -0.89)  0.411
H (0.54, -1.56, -1.43)  0.447
H (1.88, 0.07, -0.53)  0.383
H (4.12, -0.96, 1.10)  0.379
H (3.39, 0.64, 1.37)  0.328
H (6.38, 0.18, 0.72)  0.322
H (5.63, 1.75, 0.99)  0.347
H (7.06, 0.90, -1.57)  0.320
H (6.31, 2.48, -1.29)  0.325
H (8.64, 1.32, 0.32)  0.323
H (8.76, 2.59, -0.90)  0.380
H (7.89, 2.89, 0.60)  0.322

Entry ii
Here is a single C15H24N2O4S molecule from OMol25. Energies are from ωB97M-V with the def2-TZVPD basis set.

HOMO ... -8.73 eV
Kohn-Sham gap ... 9.40 eV
LUMO energy ... 0.67 eV
Structure (SMILES) ... CC(C)OCCCNC(=O)c1ccc(N(C)S(C)(=O)=O)cc1
Net charge ... 0

Last column: Mulliken charge in e.
CARTESIAN COORDINATES (ANGSTROEM)
C (-7.08, -1.20, 0.51)  -1.411
H (-6.85, -1.65, 1.48)  0.325
H (-8.09, -0.81, 0.54)  0.432
H (-7.03, -1.97, -0.25)  0.357
C (-6.09, -0.07, 0.23)  0.575
C (-6.24, 1.05, 1.25)  -1.440
H (-7.24, 1.48, 1.20)  0.416
H (-6.06, 0.66, 2.25)  0.329
H (-5.50, 1.83, 1.05)  0.338
O (-4.74, -0.50, 0.30)  -0.273
C (-4.31, -1.34, -0.75)  -0.613
C (-2.79, -1.34, -0.76)  -0.497
H (-2.44, -2.09, -1.47)  0.385
H (-2.43, -1.60, 0.24)  0.280
C (-2.24, 0.04, -1.13)  -0.814
N (-0.80, 0.08, -1.07)  -0.128
C (-0.11, 0.98, -0.32)  0.421
O (-0.66, 1.86, 0.31)  -0.667
C (1.37, 0.81, -0.35)  0.456
C (2.00, -0.43, -0.45)  -1.063
C (3.38, -0.53, -0.44)  -0.298
C (4.17, 0.61, -0.32)  0.702
C (3.54, 1.85, -0.22)  -0.228
C (2.16, 1.94, -0.22)  -1.133
H (1.68, 2.90, -0.12)  0.423
H (4.11, 2.76, -0.13)  0.436
N (5.56, 0.51, -0.32)  -0.047
S (6.31, -0.91, 0.20)  1.138
O (7.72, -0.66, 0.23)  -0.674
O (5.87, -2.03, -0.58)  -0.652
C (5.72, -1.11, 1.90)  -0.902
H (6.14, -0.31, 2.48)  0.317
H (4.64, -1.08, 1.89)  0.368
H (6.07, -2.07, 2.25)  0.366
C (6.37, 1.70, -0.28)  -1.208
H (6.17, 2.32, -1.15)  0.400
H (7.41, 1.37, -0.30)  0.322
H (6.21, 2.28, 0.64)  0.404
H (3.84, -1.49, -0.54)  0.649
H (1.42, -1.34, -0.52)  0.390
H (-0.29, -0.60, -1.62)  0.283
H (-2.58, 0.31, -2.14)  0.242
H (-2.61, 0.79, -0.42)  0.343
H (-4.68, -2.36, -0.60)  0.292
H (-4.70, -0.97, -1.71)  0.379
H (-6.29, 0.33, -0.78)  0.282

Most stable to least stable, the ends of the list are entry i and entry ii.